{"formula": "C4H8N3OS", "method": "the ωB97M-V functional and the def2-TZVPD basis", "elements": ["C", "C", "C", "C", "N", "N", "N", "O", "S", "H", "H", "H", "H", "H", "H", "H", "H"], "coordinates": [[1.4197, -0.7518, -0.1014], [-1.2128, -0.5787, 0.0100], [-0.0154, -0.5874, -0.8687], [1.3644, 1.7958, 0.2121], [1.8768, 0.4830, 0.3541], [-0.9271, -0.6836, 1.2961], [-2.3606, -0.1315, -0.5185], [2.0885, -1.7449, -0.0987], [-0.1317, 2.2801, -0.2238], [0.1734, 0.1709, -1.6619], [-0.0500, -1.5178, -1.5066], [2.1333, 2.5600, 0.3752], [2.8482, 0.4677, 0.5358], [-1.4640, -0.6574, 2.2263], [-2.7338, -0.2708, -1.4963], [-3.0902, 0.0327, 0.1073], [0.0813, -0.8664, 1.3590]], "forces_ev_per_a": [[-1.13, 2.31, -1.50], [-0.32, 2.43, -0.52], [2.54, -2.82, -1.15], [2.63, -1.03, 0.69], [-1.19, -0.26, -0.63], [-0.11, -0.52, 1.06], [0.21, -1.30, -1.07], [-0.24, -0.46, 0.30], [-1.86, 0.94, -0.48], [-0.97, 0.03, 0.93], [-0.06, 0.53, 0.72], [-0.46, -0.18, 0.01], [1.10, -0.12, 0.50], [0.57, -0.03, -2.47], [1.47, 0.16, 1.40], [-1.44, 0.26, 1.19], [-0.74, 0.04, 1.03]], "s2": 2.0104, "homo_lumo_gap_ev": [6.3, 7.3], "multiplicity": 3, "total_charge": 1, "de_lowest_kj_mol": 0.00}